A molecular structure, C5H12N3O2. Source: the Open Molecules 2025 dataset; level of theory: wB97M-V/def2-TZVPD.

Structure (XYZ):
```
22
C5H12N3O2 (wB97M-V/def2-TZVPD)
H 1.07388 -1.33922 1.03880
H -0.35004 -0.51588 -1.49317
H 1.63728 -0.13080 -1.03083
H 2.26474 1.15759 -0.16218
O 0.29159 1.12085 -0.33663
C -2.89776 -0.05248 0.38058
H 3.50094 -1.14429 0.20771
C 3.13191 -0.81522 1.22559
H 1.22495 0.24191 1.89523
C 1.43161 0.49239 -0.14754
C 1.61527 -0.35295 1.14721
O -3.60513 -0.36627 1.31182
H -1.65731 1.88966 -1.72303
N -1.66081 -0.76814 -0.02563
N -2.99334 0.90468 -0.53088
H 3.19071 -1.73367 1.85196
H -1.19161 -1.39248 0.59377
H 3.84417 -0.08427 1.50294
H -3.72667 1.48874 -0.84414
H -2.17501 0.56291 -2.49487
C -1.97421 0.83839 -1.51086
N -0.97515 -0.00146 -0.85586
```

* HOMO level (alpha / beta): -14.66 / -14.66 eV
* E_tot: -512.0592 Ha
* ΔE to the lowest compared entry with this formula, charge and spin: 98.4 kcal/mol
* total charge: +1
* LUMO level (alpha / beta): -5.641 / -5.640 eV
* gap between HOMO and LUMO (alpha / beta): 9.02 / 9.02 eV

Atomic partial charges in e from the Löwdin method, atoms 1 to 2: H 0.1058; H 0.2025

***

A molecular structure, C5H6LaO4. Source: the Open Molecules 2025 dataset; level of theory: wB97M-V/def2-TZVPD.

Structure (XYZ):
```
16
C5H6LaO4 (wB97M-V/def2-TZVPD)
O -2.21004 -2.66596 -0.34303
H 0.50868 -1.61044 -1.96959
O -0.89050 -0.08918 1.11672
O -0.15331 -3.08380 0.21198
C 1.79737 2.66363 1.17946
H 1.80607 3.74998 1.24818
C -0.49756 -1.52023 -1.55299
La -1.74122 -2.47828 1.96182
C -0.95238 -2.56422 -0.68288
O 0.92524 0.73681 0.15268
H 2.11530 2.08689 2.04872
C -0.35550 0.28278 0.01458
C 1.16095 2.08790 0.16495
H 0.66728 2.64859 -0.63412
H -0.97151 0.97041 -0.59193
H -1.20886 -1.21489 -2.32455
```

* HOMO level: -11.50 eV
* E_tot: -526.3465 Ha
* ΔE to the lowest compared entry with this formula, charge and spin: 12.5 kcal/mol
* total charge: +1
* LUMO level: -5.660 eV
* gap between HOMO and LUMO: 5.84 eV

Atomic partial charges in e from the Löwdin method, atoms 1 to 2: O -0.2619; H 0.0835

***

A molecular structure, C16H17Cl15N4S2. Source: the Open Molecules 2025 dataset; level of theory: wB97M-V/def2-TZVPD.

Structure (XYZ):
```
54
C16H17Cl15N4S2 (wB97M-V/def2-TZVPD)
H 2.98330 -1.18410 1.35438
H 3.28404 -1.06631 -3.38722
H -3.19364 -0.91752 -1.28351
N 1.42052 1.92638 -1.05159
C 3.71592 0.14618 -0.16914
C 3.47243 -0.28013 -2.65892
H -3.02524 0.67850 -1.05496
Cl 4.01642 0.92604 8.46921
C 0.96173 -3.85446 -0.52029
C 3.16268 -0.11366 1.22875
H 4.55985 -0.15916 -2.62442
H 4.70003 3.05597 7.79445
Cl 2.76009 0.24739 -5.84582
C -6.04568 0.20118 0.99333
C -1.36408 -0.35130 -0.83407
C 2.98886 -0.66788 -1.26389
H 2.21068 0.39003 1.40459
C 0.84734 0.71054 -1.02325
Cl -0.26757 3.25818 2.07928
H 4.57754 0.32788 -7.30988
C 0.38907 4.36271 3.29201
H 3.86164 0.24010 1.98614
N 1.26608 -2.93646 -1.25243
H 3.06112 0.66377 -3.01101
H 3.28318 -1.70206 -1.07696
Cl -5.59881 0.84773 -0.58322
Cl 2.37636 3.14547 7.57057
Cl -6.65563 -1.44562 0.84143
C 0.66984 -1.64175 -1.10619
N -2.76575 -0.22578 -0.67681
S 0.27854 3.01095 -0.85936
Cl -10.12978 -2.16234 -0.83320
H 4.75441 -0.19804 -0.18700
C -0.56821 0.82476 -0.87048
Cl 5.29256 -1.19493 -5.69334
Cl 1.97791 3.82010 3.82356
Cl 3.48984 -1.64903 -7.91915
Cl 4.32365 1.95039 5.77042
C -0.74663 -1.55084 -0.94722
H 3.72404 1.20368 -0.42675
H -1.34146 -2.45637 -0.92984
C 1.48725 -0.55356 -1.12919
Cl -7.23354 1.23926 1.78298
S 0.67142 -5.11337 0.35012
Cl -8.40885 -4.25277 0.21557
Cl 0.46154 6.00692 2.65514
H -5.15381 0.17804 1.60584
Cl -10.79936 -4.95328 -1.27639
H -0.27301 4.36221 4.14737
N -1.02248 2.07845 -0.76453
C 4.09224 -0.46531 -6.75790
C 3.94992 2.35952 7.44552
H -10.63852 -3.80228 0.75123
C -10.06904 -3.79280 -0.16804
```

* HOMO level: -8.19 eV
* E_tot: -8538.1371 Ha
* ΔE to the lowest compared entry with this formula, charge and spin: 0.0 kcal/mol
* LUMO level: -0.436 eV
* gap between HOMO and LUMO: 7.75 eV

Atomic partial charges in e from the Löwdin method, atoms 1 to 2: H 0.0791; H 0.0395

***

2 unconnected molecules or ions with the total composition C18H17N3. Source: the Open Molecules 2025 dataset; level of theory: wB97M-V/def2-TZVPD.

Structure (XYZ):
```
38
C18H17N3 (wB97M-V/def2-TZVPD)
C -2.15308 1.08554 1.77593
H -2.74124 -2.08033 1.07831
H -3.81646 -1.12037 3.48317
H -3.18346 2.39068 3.14129
C -1.37814 3.28290 2.27419
C -0.28412 -1.31087 -0.29469
C -2.33291 2.27303 2.47246
H -4.90971 -0.55796 2.19823
H 4.01026 -1.31118 -1.97933
H -4.19139 0.62158 3.33508
H 0.44661 3.86368 1.27331
N -2.87612 -0.10637 1.90268
H 2.09374 -2.40180 -0.81482
C 0.94832 -4.79196 -0.40151
C -1.05838 0.84169 0.91026
C -0.28492 3.06916 1.42300
C 2.86918 0.41593 -2.58127
H -0.27744 -4.38164 1.03165
C 4.02382 1.10877 -3.23603
C -2.31813 -1.07976 1.13669
C -4.01428 -0.30087 2.77893
C -1.16584 -0.56514 0.47882
H -1.48302 4.23467 2.79268
C 1.97472 -1.42569 -1.28970
C 1.59962 1.00805 -2.58885
H -0.33789 -2.41193 -0.20568
H 1.45098 1.94432 -3.13122
C -0.10249 1.84027 0.76569
C 3.03153 -0.82661 -1.94851
H 3.82436 1.31525 -4.29521
C 0.72157 -0.76274 -1.14605
H 4.92435 0.49143 -3.16817
H -0.43298 0.92530 -1.88216
C 0.54479 0.44098 -1.88741
H 4.23535 2.07356 -2.75521
H 0.77355 1.65939 0.14827
N 0.18774 -3.96051 0.23505
N 1.68154 -5.49046 -1.02987
```

* HOMO level: -6.46 eV
* E_tot: -860.2787 Ha
* ΔE to the lowest compared entry with this formula, charge and spin: 44.1 kcal/mol
* LUMO level: -1.837 eV
* gap between HOMO and LUMO: 4.63 eV

Atomic partial charges in e from the Löwdin method, atoms 1 to 2: C -0.1597; H 0.1575

***

A molecular structure, C40H40N4O4PTi. Source: the Open Molecules 2025 dataset; level of theory: wB97M-V/def2-TZVPD.

Structure (XYZ):
```
90
C40H40N4O4PTi (wB97M-V/def2-TZVPD)
C 0.23132 1.08542 2.72688
C -2.22022 -2.12181 -0.91871
C 3.24731 -3.90392 1.81000
C 4.21148 3.26344 -1.10310
C -2.98691 2.45658 0.23842
H -3.41231 3.03325 2.30282
H -4.56570 1.97336 -1.17674
C 2.56621 1.54143 3.06546
C -1.56426 3.39968 -3.62949
C 2.27063 -3.23349 2.53143
H -2.33554 2.83406 -0.55450
C -2.60791 0.97964 0.42774
C -2.45638 2.69567 -4.47378
C -4.05419 -3.52110 -0.19758
H -1.34711 4.44526 -3.78812
H -2.91968 0.42970 -0.45274
C 3.88131 -3.26416 0.75497
H -1.02768 1.47672 4.41726
C -4.42956 2.53934 -0.25336
H -4.71092 3.57384 -0.44764
H 0.80691 2.23811 5.86589
C 5.51467 2.95729 -0.73603
H -3.37539 0.81150 -4.86660
H 6.78493 1.60971 0.34592
H 1.72255 1.48178 -2.90226
N -1.12203 0.84719 0.62699
C 3.53533 -1.96440 0.41802
C -2.77146 3.33125 1.47141
H 4.93933 0.17530 1.09919
H 2.11235 -3.85139 -2.20754
H 3.52134 -4.91596 2.07542
H 3.12320 2.30901 4.98379
C -2.70234 1.37900 -4.23880
C -0.96582 0.78097 1.91162
C -2.08061 0.73343 -3.13548
C 1.54163 1.09738 2.23577
C 1.93798 -1.83455 -2.27684
H -3.03558 -1.19459 -3.32667
Ti -0.04697 0.06973 -1.17918
O -5.07891 -5.16231 1.87418
N 2.46993 -3.00393 -2.61863
H 6.33042 3.58908 -1.06040
H 1.17691 -1.41980 2.78904
H 3.29957 -0.24981 -2.20443
C 1.33789 0.46425 -2.80417
C 1.01708 1.92342 4.85331
C 3.41892 1.32024 0.08945
H 2.15231 2.67972 -0.99240
H 2.89890 -0.73487 -3.84218
O 0.99590 -1.78951 -1.45841
H -4.19776 -2.10629 -1.78198
C -3.14208 0.34212 1.69655
C 2.56114 -1.27936 1.14184
C -0.01567 1.48932 4.04150
H -4.03847 0.80189 2.10347
O -3.07065 -5.99739 2.28212
N -1.18655 1.41646 -2.35083
C -3.89613 -5.09203 1.70649
C -3.54615 -2.55669 -1.04659
P 1.96690 0.36840 0.61819
C 2.46780 -0.55800 -2.85078
H -5.12750 2.14724 0.49024
H -0.23207 3.21000 -1.97288
H -0.39662 -2.38705 0.21070
H 4.00827 4.13579 -1.70907
H 1.77919 -3.72011 3.36336
H 4.65239 -3.77585 0.19383
C -1.42934 -2.68992 0.08838
H -1.30842 -4.05017 1.71616
H -5.08619 -3.83543 -0.27702
H 4.03853 -1.48392 -0.41140
C 5.77127 1.84366 0.05070
C 2.31051 1.96202 4.36058
C 1.93130 -1.92933 2.20267
N -1.70534 -1.05709 -1.65772
H 3.58224 1.55637 2.69685
C 4.72849 1.03001 0.46931
H -3.27374 -0.73764 1.60578
C -3.26139 -4.09015 0.79468
C -2.34307 -0.58841 -2.75420
O -2.05982 0.56949 2.63654
H 0.69072 0.30537 -3.67880
C -0.95360 2.71987 -2.61810
C -1.94403 -3.66087 0.92853
H 3.19913 -3.05947 -3.30797
C 3.17008 2.44437 -0.69815
H -3.01539 4.36592 1.23084
H -2.93478 3.20171 -5.30091
H -1.73475 3.32033 1.81537
H -2.18726 -5.93530 1.90254
```

* HOMO level (alpha / beta): -8.53 / -8.54 eV
* E_tot: -3258.9719 Ha
* total charge: +1
* LUMO level (alpha / beta): -3.062 / -2.923 eV
* gap between HOMO and LUMO (alpha / beta): 5.47 / 5.61 eV

Atomic partial charges in e from the Löwdin method, atoms 1 to 2: C -0.1427; C -0.2632

***

2 unconnected molecules or ions with the total composition C5H10O. Source: the Open Molecules 2025 dataset; level of theory: wB97M-V/def2-TZVPD.

Structure (XYZ):
```
16
C5H10O (wB97M-V/def2-TZVPD)
C 1.95963 1.36174 -0.75519
C -0.38638 -1.06849 1.29253
H -1.20449 -1.91307 -0.49041
C 0.90010 -0.52003 1.82567
H 2.27332 0.48107 -1.32366
H 2.68178 2.16742 -0.90951
H 0.97368 1.68852 -1.09990
H -2.20082 0.16982 -1.36940
H -1.38734 1.14049 -0.12790
C -1.82490 0.15965 -0.34198
H 0.09429 -0.75223 -0.76440
H -2.68483 0.02418 0.32423
H -1.16885 -1.30810 2.01159
C -0.79289 -0.95312 -0.15278
O 0.85406 -1.78744 1.57186
H 1.91361 1.10960 0.30926
```

* HOMO level: -9.51 eV
* E_tot: -271.6220 Ha
* ΔE to the lowest compared entry with this formula, charge and spin: 82.0 kcal/mol
* LUMO level: 0.716 eV
* gap between HOMO and LUMO: 10.23 eV

Atomic partial charges in e from the Löwdin method, atoms 1 to 2: C -0.0513; C -0.3034

***

Q: Look up the E_tot of the first one.
A: -512.0592 Ha